{"formula": "C2H3O2Pb", "method": "ωB97M-V with the def2-TZVPD basis set", "total_charge": 2, "gap_ev": [6.60, 10.06], "homo_ev": [-17.7, -21.2], "spin_multiplicity": 2, "molar_mass_g_mol": 266.244, "e_tot_ha": -420.4836, "s_squared": 0.76, "symbols": ["O", "C", "C", "H", "H", "H", "Pb", "O"], "coordinates": [[0.744057, -0.416705, 1.709668], [0.922373, -1.806989, 2.009668], [1.080352, -0.318798, 0.465009], [0.452814, -2.548505, 1.366744], [1.294682, -1.989396, 3.011698], [2.091635, -0.019710, 0.158674], [-0.935957, 0.947463, -1.700742], [0.055455, 0.307778, -0.035846]], "forces_ev_per_angstrom": [[1.430, -4.569, 2.627], [-0.142, 1.871, 0.444], [-2.015, 3.783, 0.451], [0.243, 0.321, -0.079], [0.066, -0.055, -0.147], [0.142, -1.335, -0.206], [-0.944, 0.669, -1.326], [1.220, -0.685, -1.764]]}



{"formula": "C5H6O", "method": "ωB97M-V with the def2-TZVPD basis set", "gap_ev": [7.74, 7.75], "homo_ev": [-8.6, -8.6], "spin_multiplicity": 1, "molar_mass_g_mol": 82.102, "e_tot_ha": -269.1959, "symbols": ["C", "C", "O", "C", "C", "C", "H", "H", "H", "H", "H", "H"], "coordinates": [[-0.034477, 1.001609, 0.710293], [0.173538, 0.505103, -0.743276], [1.566307, 0.182044, -0.830332], [0.182974, -0.334611, 1.386310], [-0.607428, -1.228396, 0.563793], [-0.652383, -0.757094, -0.706749], [0.665623, 1.800910, 0.968510], [-1.064307, 1.332434, 0.890701], [-0.033172, 1.193064, -1.568171], [1.794338, -0.226515, 0.026451], [-0.917250, -2.218637, 0.883122], [-1.073763, -1.249912, -1.580653]], "forces_ev_per_angstrom": [[0.085, 0.046, 0.186], [-0.223, 0.038, -0.070], [0.171, -0.018, -0.020], [-0.562, 0.026, 0.060], [-0.032, 0.003, 0.086], [0.148, -0.073, 0.141], [-0.065, -0.212, 0.032], [0.123, -0.009, -0.085], [-0.023, -0.089, 0.198], [0.218, 0.128, -0.595], [-0.099, 0.164, -0.049], [0.259, -0.005, 0.117]]}



{"formula": "C3H7NOS", "method": "ωB97M-V with the def2-TZVPD basis set", "gap_ev": 9.54, "homo_ev": -8.8, "spin_multiplicity": 1, "molar_mass_g_mol": 105.162, "e_tot_ha": -646.6165, "symbols": ["C", "C", "C", "H", "H", "H", "H", "H", "H", "H", "N", "O", "S"], "coordinates": [[-1.212716, -0.243102, -2.223184], [-0.470511, -1.219664, -1.010498], [-0.024485, 0.965446, 1.811533], [-2.174740, -0.752560, -2.393161], [-0.837106, -0.150281, -3.257737], [-1.401858, 0.713223, -1.543671], [-0.304530, -2.141748, -1.477653], [-1.276527, -1.362807, -0.227849], [0.660465, 2.048421, -0.067999], [0.142520, 1.853403, 2.638448], [0.500348, 1.136252, 0.475186], [-0.432236, -0.060060, 2.185416], [0.962094, -0.293563, -0.371695]], "forces_ev_per_angstrom": [[-0.789, -0.550, 3.557], [-3.022, 4.069, -1.208], [2.333, 4.041, -0.147], [-0.042, 0.411, 0.305], [0.833, 0.315, 1.031], [0.300, -1.552, -2.326], [1.291, -1.360, -0.236], [1.097, 0.243, -0.791], [-0.538, -1.873, 1.725], [-0.422, -1.321, -2.461], [-0.677, 0.576, -0.315], [-1.165, -2.453, 0.703], [0.801, -0.548, 0.163]]}



{"formula": "C27H18Cl2MnN5O5", "method": "ωB97M-V with the def2-TZVPD basis set", "total_charge": -1, "gap_ev": [6.21, 7.03], "homo_ev": [-4.6, -5.5], "spin_multiplicity": 6, "molar_mass_g_mol": 618.315, "e_tot_ha": -3761.3185, "s_squared": 8.76, "symbols": ["Mn", "O", "C", "O", "C", "C", "C", "N", "C", "C", "C", "C", "C", "C", "C", "N", "C", "C", "C", "C", "C", "N", "H", "H", "H", "H", "H", "H", "H", "H", "H", "H", "N", "C", "C", "O", "O", "H", "H", "H", "H", "Cl", "C", "C", "C", "Cl", "C", "C", "C", "C", "N", "C", "C", "O", "H", "H", "H", "H"], "coordinates": [[0.076716, -0.951082, -0.237066], [-1.220724, 2.482140, 5.630702], [-0.079937, 2.251958, 5.233728], [1.027218, 2.531892, 5.689525], [-0.026775, 1.439843, 3.882421], [1.159913, 1.271618, 3.213309], [1.188027, 0.590365, 1.983926], [0.046169, 0.005442, 1.492267], [-1.120513, 0.191956, 2.147694], [-1.198383, 0.904745, 3.332371], [-2.311313, -0.317112, 1.454042], [-3.519574, -0.596946, 2.091302], [-4.595845, -1.025434, 1.336379], [-4.434632, -1.186761, -0.032771], [-3.197347, -0.905695, -0.585360], [-2.167696, -0.477673, 0.126547], [2.333419, 0.514459, 1.128255], [3.607324, 1.041052, 1.433825], [4.628101, 0.931628, 0.526704], [4.390849, 0.293740, -0.703733], [3.122398, -0.194414, -0.943039], [2.121750, -0.105672, -0.078260], [2.055546, 1.698382, 3.636312], [-2.135552, 1.093842, 3.830465], [-3.603123, -0.492581, 3.161487], [-5.547033, -1.236400, 1.803896], [-5.251044, -1.516873, -0.657286], [-3.026347, -1.011931, -1.649077], [3.774676, 1.517919, 2.387565], [5.609173, 1.326358, 0.750689], [5.175088, 0.194580, -1.438702], [2.896157, -0.698716, -1.876003], [1.690032, -2.967152, -0.070920], [1.376493, -3.650989, 1.174963], [-0.175662, -3.602711, 1.389197], [-0.692892, -4.422394, 2.128787], [-0.759957, -2.685954, 0.748517], [1.303290, -3.487628, -0.856124], [2.692128, -2.874526, -0.205353], [1.841980, -3.107221, 2.004702], [1.705289, -4.701320, 1.205817], [0.089799, -2.486890, -4.873589], [-0.188234, -0.853296, -4.375665], [-0.475673, 0.110704, -5.334348], [-0.700140, 1.417458, -4.954040], [-1.099952, 2.586111, -6.171572], [-0.636913, 1.817216, -3.606008], [-0.855767, 3.127155, -3.132006], [-0.775046, 3.369938, -1.774335], [-0.485158, 2.326206, -0.904337], [-0.277126, 1.084451, -1.320027], [-0.347785, 0.818228, -2.642542], [-0.129199, -0.554830, -3.003225], [0.099584, -1.430352, -2.079660], [-0.529993, -0.167216, -6.375935], [-1.085542, 3.921101, -3.824809], [-0.938417, 4.362429, -1.383683], [-0.421828, 2.486853, 0.164080]], "forces_ev_per_angstrom": [[-0.102, -1.790, 0.240], [-0.796, 0.167, 0.275], [-0.016, -0.545, -0.832], [0.846, 0.250, 0.307], [-0.945, -0.018, 0.465], [0.552, -0.448, -1.142], [-2.755, -0.062, 1.425], [0.713, 2.198, 2.654], [0.858, 0.077, 0.103], [0.732, 0.159, 0.029], [-0.721, -0.428, -0.677], [0.289, 0.162, 0.011], [0.145, -0.034, -0.249], [-0.085, 0.084, 0.185], [-0.071, 0.047, -0.020], [-0.396, 0.052, 0.607], [1.836, -0.666, -2.272], [-1.000, -0.198, 0.372], [0.099, -0.456, -1.008], [0.170, 0.477, 0.790], [0.045, -0.106, -0.161], [0.864, 1.115, 1.522], [0.013, 0.112, 0.146], [-0.052, 0.060, 0.099], [-0.002, 0.027, 0.090], [-0.016, -0.042, 0.063], [-0.020, -0.040, -0.049], [0.046, -0.087, -0.084], [-0.019, 0.042, 0.044], [0.024, 0.029, 0.047], [-0.004, -0.026, -0.067], [-0.112, -0.033, -0.031], [0.256, -0.055, -0.263], [-0.583, -0.207, 0.139], [0.797, -0.048, -0.133], [-0.063, -0.552, 0.509], [-0.447, 0.413, -0.307], [0.117, 0.199, 0.054], [-0.107, -0.098, -0.053], [-0.017, -0.108, -0.030], [-0.091, 0.249, 0.114], [0.019, -0.125, -0.054], [0.084, -0.038, 0.751], [-0.132, 0.802, 0.198], [0.061, -0.528, -0.371], [-0.043, 0.235, -0.263], [-0.022, -0.121, 0.134], [0.089, -0.075, 0.727], [-0.161, 0.346, -0.952], [0.260, -1.228, -0.027], [-0.066, 1.219, -0.181], [-0.100, 0.429, -0.019], [0.119, -0.849, -0.206], [-0.048, -0.110, -2.683], [-0.007, -0.007, -0.057], [-0.013, 0.056, -0.068], [-0.017, 0.089, 0.034], [-0.002, 0.032, 0.126]]}



{"formula": "C28H14BeF4N6OS2", "method": "ωB97M-V with the def2-TZVPD basis set", "gap_ev": 4.15, "homo_ev": -8.1, "spin_multiplicity": 1, "molar_mass_g_mol": 599.599, "e_tot_ha": -2689.7715, "symbols": ["Be", "C", "C", "N", "N", "C", "S", "S", "C", "C", "C", "C", "C", "C", "C", "C", "C", "C", "C", "C", "C", "O", "H", "H", "H", "H", "H", "H", "H", "H", "H", "H", "H", "H", "H", "H", "F", "C", "C", "F", "C", "C", "C", "F", "C", "C", "C", "N", "C", "N", "F", "C", "C", "N", "C", "N"], "coordinates": [[0.035020, -2.043792, -0.338531], [-0.301742, 1.368857, -2.439147], [-0.580283, 0.226645, -1.509124], [0.344755, -0.608855, -1.174504], [1.615010, -0.459295, -1.727752], [2.253134, -1.581593, -1.732459], [1.643204, -3.100646, -1.131149], [3.899745, -1.504487, -2.392634], [3.619023, -2.499682, -3.909062], [2.728773, -1.792144, -4.890940], [1.349787, -1.986617, -4.866122], [0.522747, -1.283675, -5.732808], [1.064500, -0.384559, -6.640649], [2.439830, -0.194870, -6.680014], [3.263279, -0.892816, -5.809348], [-1.928441, 0.004712, -0.984366], [-2.886047, 1.029432, -1.066723], [-4.179465, 0.851518, -0.634277], [-4.556023, -0.392238, -0.118249], [-3.648357, -1.422889, -0.038513], [-2.316282, -1.258166, -0.461301], [-1.491518, -2.279668, -0.361905], [0.668070, 1.245160, -2.906689], [-0.305863, 2.311723, -1.885935], [-1.079235, 1.426842, -3.199984], [3.220905, -3.467461, -3.612593], [4.623253, -2.637261, -4.308607], [0.921475, -2.691173, -4.162904], [-0.548039, -1.445687, -5.699586], [0.420212, 0.162941, -7.317564], [2.873045, 0.496986, -7.391851], [4.335767, -0.731677, -5.832818], [-2.592083, 1.989897, -1.472184], [-4.895263, 1.659751, -0.701410], [-5.573733, -0.547676, 0.219510], [-3.925965, -2.391099, 0.359316], [-2.295280, -0.116307, 5.866855], [-1.191184, 0.527730, 5.524940], [-0.825448, 1.604868, 6.230536], [-1.578224, 1.981788, 7.248779], [0.365153, 2.381046, 5.920129], [1.156195, 1.869271, 4.811502], [0.777062, 0.807604, 4.094438], [1.548433, 0.399723, 3.097868], [-0.432630, 0.057028, 4.382445], [-0.822012, -1.004429, 3.631540], [-0.148904, -1.400872, 2.429786], [0.295748, -1.742076, 1.435041], [-1.964750, -1.819597, 3.939110], [-2.839568, -2.530787, 4.157505], [2.285361, 2.479768, 4.501097], [0.703004, 3.502079, 6.600467], [-0.086523, 4.051089, 7.669743], [-0.675479, 4.565425, 8.510374], [1.884703, 4.274136, 6.324157], [2.811151, 4.936074, 6.176567]], "forces_ev_per_angstrom": [[0.066, -0.106, -0.591], [-0.063, 0.029, 0.034], [0.026, 0.084, -0.018], [0.064, -0.136, 0.096], [0.027, -0.050, -0.041], [-0.053, 0.049, 0.150], [-0.097, 0.094, -0.043], [-0.002, -0.056, -0.137], [0.007, 0.163, 0.109], [-0.022, -0.022, 0.013], [0.024, 0.012, -0.024], [0.013, -0.017, 0.012], [0.000, -0.005, 0.021], [0.024, -0.015, 0.008], [-0.010, 0.026, 0.019], [-0.046, 0.006, -0.030], [0.077, 0.013, -0.002], [-0.032, -0.014, 0.013], [0.010, 0.034, -0.016], [-0.017, -0.034, 0.023], [0.123, 0.013, 0.032], [-0.027, -0.052, 0.030], [0.015, 0.004, -0.011], [-0.009, -0.029, -0.004], [-0.001, 0.003, 0.010], [-0.013, -0.036, -0.003], [-0.016, -0.054, -0.046], [0.008, -0.007, 0.038], [0.019, 0.005, -0.006], [0.012, -0.020, 0.009], [-0.012, -0.005, 0.016], [-0.024, 0.000, -0.006], [-0.014, -0.029, -0.001], [0.012, -0.012, 0.007], [0.024, -0.013, 0.004], [-0.001, 0.014, -0.029], [0.055, 0.009, -0.038], [0.011, 0.014, 0.050], [0.012, 0.000, -0.025], [0.027, 0.031, -0.004], [-0.018, -0.033, -0.033], [-0.027, 0.049, 0.078], [-0.039, -0.063, -0.001], [-0.047, -0.030, -0.015], [0.095, 0.034, -0.084], [-0.144, -0.159, -0.025], [-0.025, 0.088, 0.325], [-0.125, 0.031, 0.087], [0.064, -0.073, -0.059], [0.024, 0.041, -0.060], [-0.026, 0.032, 0.021], [0.086, 0.175, 0.140], [0.049, 0.037, -0.071], [0.032, -0.016, 0.012], [-0.061, -0.007, 0.069], [-0.031, 0.000, -0.006]]}



{"formula": "C27H23CoN2O2S", "method": "ωB97M-V with the def2-TZVPD basis set", "total_charge": -1, "gap_ev": [6.55, 6.49], "homo_ev": [-4.1, -4.1], "spin_multiplicity": 2, "molar_mass_g_mol": 498.493, "e_tot_ha": -3083.7269, "s_squared": 0.76, "symbols": ["Co", "S", "C", "C", "C", "C", "C", "C", "N", "C", "C", "C", "C", "C", "C", "C", "H", "H", "H", "H", "H", "H", "H", "H", "O", "C", "O", "C", "C", "C", "C", "C", "C", "C", "C", "C", "N", "H", "H", "H", "H", "H", "H", "C", "C", "C", "C", "H", "H", "H", "H", "H", "H", "H", "H", "H"], "coordinates": [[-0.583403, 0.725186, 0.457268], [-4.648050, 0.667885, 2.290106], [-4.884863, 0.056590, 0.683193], [-6.063084, -0.376252, 0.086262], [-5.995178, -0.892900, -1.193802], [-4.767323, -0.987211, -1.855159], [-3.596662, -0.550821, -1.264834], [-3.654534, -0.000139, 0.016923], [-2.573336, 0.452977, 0.764873], [-2.941511, 0.798503, 1.971632], [-1.944168, 1.213386, 2.937545], [-2.255066, 1.598325, 4.244415], [-1.224069, 1.956794, 5.089994], [0.087328, 1.928524, 4.607469], [0.365561, 1.552417, 3.302098], [-0.642583, 1.164876, 2.404514], [-7.005333, -0.320532, 0.616213], [-6.898078, -1.238664, -1.680827], [-4.729118, -1.413197, -2.849703], [-2.643608, -0.628506, -1.765807], [-3.282694, 1.618255, 4.596069], [-1.429265, 2.258376, 6.109850], [0.898877, 2.213143, 5.269650], [1.396742, 1.568288, 2.963607], [3.419183, 0.395468, 0.790245], [2.195031, 0.262580, 0.711639], [1.342517, 1.147455, 0.419136], [1.631343, -1.126821, 1.006495], [2.512567, -2.135469, 1.471033], [2.017508, -3.367184, 1.756008], [0.638615, -3.620379, 1.558149], [0.041388, -4.876685, 1.812395], [-1.291900, -5.073129, 1.586875], [-2.086801, -4.018112, 1.090290], [-1.534772, -2.793010, 0.841128], [-0.161287, -2.561880, 1.076056], [0.350768, -1.321152, 0.822511], [3.553290, -1.870041, 1.584852], [2.656131, -4.161444, 2.127131], [0.664269, -5.681374, 2.187000], [-1.740802, -6.038761, 1.783891], [-3.141240, -4.179542, 0.903182], [-2.124035, -1.976546, 0.454121], [0.154856, 3.184566, -1.602141], [0.348686, 1.791189, -2.194568], [0.228974, 1.856651, -3.719530], [-0.652979, 0.807481, -1.576898], [0.832307, 3.919244, -2.050214], [0.337004, 3.175628, -0.526209], [-0.872467, 3.526020, -1.776773], [1.363536, 1.467870, -1.947169], [-0.770996, 2.198819, -4.008389], [0.379605, 0.869974, -4.165365], [0.960008, 2.544474, -4.160168], [-0.510736, -0.174012, -2.061841], [-1.645011, 1.159412, -1.913639]], "forces_ev_per_angstrom": [[0.240, -0.105, -0.001], [-0.009, 0.004, 0.001], [-0.010, 0.001, 0.011], [-0.006, 0.004, 0.005], [-0.007, -0.003, 0.000], [0.021, 0.000, 0.003], [-0.018, 0.009, 0.002], [0.033, -0.016, -0.042], [-0.097, 0.005, -0.030], [0.014, -0.008, 0.013], [-0.041, -0.004, -0.029], [0.041, 0.002, 0.016], [-0.020, -0.010, -0.015], [0.002, 0.003, 0.019], [0.000, -0.019, -0.009], [-0.015, 0.030, 0.071], [-0.001, 0.000, -0.001], [0.000, 0.000, 0.001], [-0.003, 0.000, 0.000], [0.010, 0.012, -0.003], [-0.005, 0.000, -0.005], [0.007, 0.002, 0.002], [0.001, 0.000, -0.001], [0.000, 0.005, -0.001], [-0.015, -0.020, 0.005], [0.075, 0.082, 0.013], [-0.087, -0.019, 0.021], [-0.002, -0.036, -0.017], [-0.008, -0.028, -0.003], [0.037, 0.014, 0.002], [-0.043, -0.001, -0.016], [-0.008, -0.009, 0.003], [0.013, -0.015, 0.006], [0.009, 0.032, -0.008], [-0.040, -0.028, 0.009], [0.017, 0.014, -0.012], [0.012, 0.029, 0.050], [0.000, 0.012, -0.001], [-0.002, -0.003, -0.001], [-0.004, -0.002, 0.000], [0.000, 0.000, 0.000], [0.000, -0.004, 0.001], [-0.002, 0.023, 0.002], [-0.003, 0.048, 0.004], [-0.032, -0.044, -0.011], [0.024, 0.004, -0.010], [-0.041, 0.098, -0.075], [-0.002, -0.006, -0.010], [-0.010, -0.009, -0.022], [-0.002, 0.001, -0.004], [0.004, 0.008, -0.007], [-0.002, 0.004, 0.006], [0.004, -0.004, 0.002], [-0.004, -0.003, -0.005], [-0.005, -0.035, 0.042], [-0.021, -0.014, 0.026]]}



Max |F| list, top to bottom, in eV Å⁻¹: 5.461, 0.647, 5.211, 3.519, 0.604, 0.262